P:
{"formula": "C2H4N2O2", "method": "the ωB97M-V functional and the def2-TZVPD basis", "elements": ["N", "C", "O", "N", "C", "O", "H", "H", "H", "H"], "coordinates": [[1.8693, -0.0164, 0.0357], [0.6348, -0.3343, 0.5062], [0.4259, -0.9933, 1.5077], [-0.3945, 0.1698, -0.3063], [-1.6770, 0.0032, -0.0689], [-2.3233, 0.5621, -1.0086], [2.6653, -0.2701, 0.5968], [1.9872, 0.6292, -0.7268], [-1.0550, 0.7624, -1.3100], [-2.1327, -0.5125, 0.7743]], "nbo_charge": [-0.82, 0.78, -0.63, -0.71, 0.52, -0.63, 0.41, 0.40, 0.48, 0.20], "homo_ev": -10.24, "charge": 0}



Q:
{"formula": "C2H4N2O2", "method": "the ωB97M-V functional and the def2-TZVPD basis", "elements": ["N", "C", "O", "C", "N", "O", "H", "H", "H", "H"], "coordinates": [[0.1299, 0.1090, 1.6782], [-0.5138, 0.1336, 0.5017], [-1.4996, 0.8108, 0.2915], [0.6184, -0.1808, -0.7469], [-0.0377, -0.0165, -1.8880], [1.6294, -0.7680, -0.4554], [1.0134, -0.3749, 1.7260], [-0.0450, 0.8161, 2.3754], [-0.4216, -1.0876, -1.6059], [-0.8734, 0.5582, -1.8766]], "nbo_charge": [-0.81, 0.53, -0.61, 0.60, -0.81, -0.55, 0.41, 0.40, 0.41, 0.42], "homo_ev": -9.46, "charge": 0, "smiles": "NC(=O)C(N)=O"}



R:
{"formula": "C2H4N2O2", "method": "the ωB97M-V functional and the def2-TZVPD basis", "elements": ["O", "N", "N", "O", "H", "H", "C", "C", "H", "H"], "coordinates": [[1.0131, 0.6132, -1.4344], [1.0148, -0.3300, -0.4640], [1.1225, -0.1149, 0.7095], [1.0907, 1.2445, 1.1699], [0.6491, 1.3824, -0.9909], [0.8619, 1.2169, 2.1816], [-1.4550, -0.6004, -0.7184], [-1.5240, -1.3485, 0.1792], [-1.4451, -0.0934, -1.6004], [-1.3279, -1.9697, 0.9680]], "nbo_charge": [-0.52, 0.11, 0.07, -0.64, 0.47, 0.50, -0.24, -0.20, 0.22, 0.22], "homo_ev": -10.15, "charge": 0, "smiles": "O/N=N\\O.C#C"}



Which of them is the most stable? Correct choice: P.